(1)
ORCA calculation (ωB97M-V/def2-TZVPD) on a structure of composition C31H25Br2IN7O3SSm in a non-equilibrium geometry.

Results
Energy above the lowest of the compared OMol25 structures with the same formula, charge and spin = 0.00 kcal/mol
2S+1 = 6
Net charge = +2
E_LUMO (spin up / spin down) = -0.2245 / -0.2114 Eh
HOMO level (spin up / spin down) = -12.5 / -12.5 eV

Each line ends with the Löwdin spin population.
CARTESIAN COORDINATES (ANGSTROEM)
Sm: 0.16 -0.25 -1.24  5.071
O: -1.52 -0.79 0.16  -0.017
N: -2.67 -0.02 0.26  0.000
C: -3.38 -0.02 1.41  0.000
C: -4.53 0.71 1.51  0.000
C: -5.00 1.46 0.43  0.000
C: -4.26 1.51 -0.73  -0.001
C: -3.09 0.72 -0.84  -0.001
S: -2.35 0.61 -2.38  -0.020
H: -3.04 -0.66 2.20  0.000
H: -5.07 0.75 2.45  0.000
H: -5.95 1.98 0.50  0.000
H: -4.56 2.08 -1.60  0.000
C: -1.00 3.58 -1.12  0.000
O: -0.42 2.49 -0.36  -0.002
C: -0.46 2.56 1.03  0.000
C: -1.30 3.44 1.73  0.000
C: -1.43 3.28 3.10  0.000
Br: -2.59 4.44 4.02  0.000
C: -0.72 2.28 3.80  0.000
C: 0.03 1.34 3.10  0.000
C: 0.22 1.56 1.72  0.000
O: 1.00 0.68 0.92  -0.005
C: 0.64 0.19 3.79  0.000
N: 1.36 0.30 4.89  0.000
C: 1.79 -0.98 5.21  0.000
C: 2.59 -1.40 6.28  0.000
C: 2.77 -2.77 6.45  0.000
C: 2.13 -3.69 5.65  0.000
C: 1.35 -3.31 4.56  0.000
C: 1.25 -1.94 4.30  0.000
N: 0.53 -1.14 3.38  0.000
H: -0.43 4.49 -0.98  0.000
H: -2.05 3.75 -0.83  0.000
H: -0.99 3.24 -2.16  0.000
H: -1.89 4.18 1.20  0.000
H: -0.80 2.22 4.88  0.000
H: 1.49 0.08 1.54  0.000
H: 3.02 -0.67 6.96  0.000
H: 3.41 -3.14 7.25  0.000
H: 2.25 -4.77 5.83  0.000
H: 0.88 -4.05 3.92  0.000
H: -0.16 -1.58 2.73  0.000
N: 3.56 -3.16 -1.32  0.000
C: 4.42 -2.28 -0.71  0.000
C: 3.68 -1.17 -0.39  0.000
N: 2.36 -1.35 -0.83  -0.009
C: 2.33 -2.57 -1.41  0.001
C: 1.14 -3.22 -1.91  0.001
N: -0.07 -2.60 -1.91  -0.008
C: -0.93 -3.48 -2.54  0.000
C: -0.24 -4.60 -2.94  0.000
N: 1.06 -4.42 -2.52  0.000
H: 3.83 -4.06 -1.70  0.000
H: 5.47 -2.55 -0.58  0.000
H: 3.97 -0.25 0.12  0.000
H: -1.97 -3.25 -2.65  0.000
H: -0.53 -5.49 -3.50  0.000
H: 1.80 -5.10 -2.64  0.000
Br: 0.60 -0.72 -4.44  -0.004
C: 0.40 1.06 -5.15  0.000
C: -0.35 1.19 -6.30  0.000
C: -0.56 2.43 -6.87  0.000
C: -0.03 3.56 -6.31  0.000
C: 0.73 3.45 -5.14  0.000
C: 0.93 2.21 -4.56  0.000
I: 2.13 1.98 -2.75  -0.005
H: -0.78 0.28 -6.74  0.000
H: -1.20 2.50 -7.76  0.000
H: -0.16 4.55 -6.74  0.000
H: 1.19 4.34 -4.70  0.000

(2)
ORCA calculation (ωB97M-V/def2-TZVPD) on a cluster of 2 separate species, C2H3F3S in total in a non-equilibrium geometry.

Results
Energy above the lowest of the compared OMol25 structures with the same formula, charge and spin = 91.01 kcal/mol
E_LUMO = 0.0059 Eh
HOMO level = -9.5 eV

Each line ends with the natural charge from an NBO analysis.
CARTESIAN COORDINATES (ANGSTROEM)
C: 1.97 -0.41 0.55  0.444
C: -1.81 -0.53 -0.70  0.075
F: 3.13 -0.18 1.14  -0.325
F: 1.19 0.73 0.72  -0.371
F: -2.44 0.23 -1.59  -0.339
S: -1.75 0.25 0.76  0.161
H: 2.19 -0.51 -0.62  0.116
H: 1.39 -1.19 0.87  0.135
H: -2.38 1.28 0.32  0.103

(3)
ORCA calculation (ωB97M-V/def2-TZVPD) on a structure of composition C58H48FGeIrN2P3S.

Results
Energy above the lowest of the compared OMol25 structures with the same formula, charge and spin = 22.86 kcal/mol
2S+1 = 2
Net charge = +4
E_LUMO (spin up / spin down) = -0.4303 / -0.5047 Eh
HOMO level (spin up / spin down) = -18.0 / -18.0 eV

Each line ends with the Löwdin spin population.
CARTESIAN COORDINATES (ANGSTROEM)
Ir: -0.07 0.26 0.12  0.043
F: 0.23 0.17 -5.60  0.000
Ge: 0.14 0.27 -3.86  0.000
C: 0.41 -1.60 -3.39  0.000
C: 1.19 -2.26 -4.34  0.000
C: 1.54 -3.59 -4.19  0.000
C: 1.12 -4.29 -3.07  0.000
C: 0.34 -3.65 -2.11  0.000
C: -0.03 -2.30 -2.26  0.000
P: -1.10 -1.57 -0.99  0.001
C: -1.41 -2.97 0.14  0.004
C: -0.66 -3.24 1.27  0.007
C: -0.86 -4.39 2.02  0.003
C: -1.83 -5.30 1.63  0.000
C: -2.58 -5.06 0.48  0.004
C: -2.37 -3.91 -0.26  0.000
C: -2.75 -1.32 -1.68  0.000
C: -3.01 -1.49 -3.04  0.000
C: -4.32 -1.49 -3.50  0.000
C: -5.37 -1.33 -2.60  0.000
C: -5.11 -1.19 -1.24  0.000
C: -3.81 -1.18 -0.78  0.000
C: 1.75 1.33 -3.50  0.000
C: 2.28 1.97 -4.62  0.000
C: 3.46 2.69 -4.54  0.000
C: 4.16 2.77 -3.34  0.000
C: 3.66 2.13 -2.22  0.000
C: 2.45 1.43 -2.29  0.000
P: 1.97 0.65 -0.76  -0.001
C: 3.18 -0.61 -0.34  0.000
C: 4.22 -0.32 0.55  0.000
C: 5.25 -1.22 0.75  0.000
C: 5.26 -2.43 0.05  0.000
C: 4.25 -2.71 -0.86  0.000
C: 3.22 -1.81 -1.06  0.000
C: 1.94 1.86 0.59  0.008
C: 1.98 3.25 0.35  -0.001
C: 2.02 4.13 1.41  0.007
C: 2.00 3.66 2.73  0.000
C: 1.97 2.30 2.98  0.006
C: 1.97 1.41 1.92  0.016
C: -1.59 1.15 -3.65  0.000
C: -2.28 1.27 -4.86  0.000
C: -3.46 1.99 -4.94  0.000
C: -3.96 2.65 -3.83  0.000
C: -3.28 2.55 -2.62  0.000
C: -2.12 1.78 -2.52  0.000
P: -1.30 1.93 -0.92  -0.002
C: -2.47 1.89 0.45  0.001
C: -2.04 2.38 1.70  0.005
C: -2.93 2.45 2.76  0.002
C: -4.24 2.02 2.60  0.000
C: -4.66 1.51 1.37  0.005
C: -3.79 1.45 0.30  0.001
C: -0.63 3.61 -1.06  0.000
C: -0.88 4.65 -0.16  0.000
C: -0.41 5.93 -0.43  0.000
C: 0.30 6.20 -1.59  0.000
C: 0.51 5.18 -2.51  0.000
C: 0.03 3.91 -2.26  0.000
H: 1.52 -1.73 -5.23  0.000
H: 2.13 -4.09 -4.95  0.000
H: 1.38 -5.33 -2.93  0.000
H: 0.03 -4.21 -1.24  0.000
H: 0.12 -2.55 1.54  0.000
H: -0.26 -4.58 2.90  0.000
H: -2.00 -6.20 2.21  0.000
H: -3.33 -5.77 0.16  0.000
H: -2.96 -3.76 -1.15  0.000
H: -2.20 -1.67 -3.74  0.000
H: -4.51 -1.64 -4.55  0.000
H: -6.39 -1.35 -2.96  0.000
H: -5.93 -1.10 -0.54  0.000
H: -3.62 -1.12 0.29  0.000
H: 1.77 1.89 -5.57  0.000
H: 3.85 3.18 -5.42  0.000
H: 5.09 3.31 -3.28  0.000
H: 4.21 2.18 -1.29  0.000
H: 4.26 0.63 1.07  0.000
H: 6.06 -0.98 1.42  0.000
H: 6.07 -3.13 0.19  0.000
H: 4.27 -3.64 -1.42  0.000
H: 2.47 -2.02 -1.81  0.000
H: 2.01 3.63 -0.66  0.000
H: 2.09 5.20 1.22  0.000
H: 2.04 4.36 3.55  0.000
H: 2.01 1.94 4.00  0.000
H: 2.10 0.35 2.10  0.000
H: -1.89 0.81 -5.75  0.000
H: -3.98 2.06 -5.89  0.000
H: -4.86 3.25 -3.89  0.000
H: -3.65 3.11 -1.77  0.000
H: -1.02 2.71 1.84  0.001
H: -2.61 2.86 3.71  0.000
H: -4.94 2.10 3.42  0.000
H: -5.69 1.19 1.25  0.000
H: -4.13 1.08 -0.65  0.000
H: -1.46 4.50 0.73  0.000
H: -0.63 6.73 0.27  0.000
H: 0.65 7.20 -1.79  0.000
H: 1.01 5.39 -3.45  0.000
H: 0.15 3.15 -3.02  0.000
C: -0.86 -0.18 5.78  0.004
N: 0.20 -0.92 5.09  0.075
C: 1.15 -1.65 5.69  0.119
C: 1.95 -2.19 4.70  0.169
N: 1.45 -1.77 3.52  0.051
C: 0.34 -0.99 3.72  -0.001
S: -0.70 -0.22 2.66  0.462
H: -0.72 -0.31 6.85  0.000
H: -1.83 -0.57 5.49  0.003
H: -0.79 0.87 5.53  0.002
H: 1.23 -1.75 6.76  0.004
H: 2.82 -2.83 4.77  0.006
H: 1.82 -2.02 2.61  0.000